Entry from the Open Molecules 2025 dataset: a structure of composition C31H25N9Sc (ωB97M-V with the def2-TZVPD basis set).

Geometry as XYZ:
```
66
C31H25N9Sc (ωB97M-V with the def2-TZVPD basis set)
Sc 0.287 -0.930 -1.812
C 1.763 -1.600 0.511
N 2.289 -1.011 -0.755
C 2.861 0.349 -0.603
C 2.209 1.276 -1.581
N 1.249 0.885 -2.406
C 0.892 2.011 -3.157
C -0.070 2.166 -4.149
C -0.221 3.428 -4.687
C 0.569 4.504 -4.252
C 1.531 4.354 -3.274
C 1.672 3.082 -2.738
N 2.501 2.566 -1.744
C -0.715 -1.576 0.646
N -1.188 -1.805 -0.583
C -2.487 -2.313 -0.414
C -3.424 -2.738 -1.345
C -4.645 -3.167 -0.858
C -4.920 -3.175 0.515
C -3.987 -2.759 1.447
C -2.765 -2.330 0.953
N -1.611 -1.868 1.586
H 2.464 -1.439 1.326
H 1.632 -2.673 0.345
H 2.976 -1.638 -1.160
H 3.936 0.331 -0.780
H 2.683 0.712 0.414
H -0.666 1.328 -4.491
H -0.956 3.595 -5.463
H 0.420 5.478 -4.699
H 2.133 5.189 -2.941
H 3.170 3.088 -1.200
H -3.200 -2.740 -2.405
H -5.404 -3.508 -1.550
H -5.886 -3.521 0.856
H -4.200 -2.772 2.508
H -1.451 -1.725 2.577
N 0.788 -7.091 -3.051
C 1.100 -5.989 -3.183
N 1.517 -4.741 -3.327
C 1.084 -3.620 -3.141
N 0.772 -2.469 -2.994
N 0.509 -0.952 0.840
C 0.523 0.165 1.767
C 0.518 -0.189 3.172
C 0.156 0.723 4.189
C 0.112 0.348 5.520
C 0.406 -0.951 5.918
C 0.734 -1.876 4.942
C 0.789 -1.510 3.602
C 0.254 1.458 1.194
C 0.745 2.651 1.780
C 0.490 3.896 1.235
C -0.258 4.036 0.067
C -0.739 2.891 -0.543
C -0.485 1.637 0.001
H -0.115 1.735 3.921
H -0.172 1.084 6.263
H 0.368 -1.237 6.960
H 0.956 -2.900 5.221
H 1.047 -2.275 2.878
H 1.350 2.572 2.675
H 0.887 4.778 1.726
H -0.475 5.012 -0.347
H -1.341 2.976 -1.442
H -0.963 0.781 -0.479
```

2S+1: 1
Energy relative to the best compared isomer or geometry (same formula, charge and spin) in kcal per mole: 0.0
Gap between HOMO and LUMO in eV: 4.8
Net charge: +1

natural (NBO) population analysis, charges in e, atoms 1 to 8: Sc 1.943; C -0.054; N -0.678; C -0.295; C 0.482; N -0.664; C 0.081; C -0.210

***

Entry from the Open Molecules 2025 dataset: a structure of composition C13H35InO14P3 at a distorted geometry (ωB97M-V with the def2-TZVPD basis set).

Geometry as XYZ:
```
66
C13H35InO14P3 (ωB97M-V with the def2-TZVPD basis set)
In -9.254 18.900 -17.995
C -4.892 14.459 -15.952
O -5.834 15.286 -16.617
P -6.042 16.813 -16.163
O -7.019 17.517 -17.016
O -4.576 17.437 -16.161
C -4.161 18.284 -17.249
O -6.364 16.688 -14.615
C -7.641 16.391 -14.060
H -5.323 13.454 -15.911
H -4.604 14.794 -14.956
H -3.956 14.327 -16.512
H -3.873 19.247 -16.830
H -4.955 18.465 -17.972
H -3.333 17.790 -17.754
H -7.942 17.283 -13.504
H -7.571 15.567 -13.352
H -8.467 16.158 -14.736
C -9.289 24.730 -18.517
O -8.090 24.115 -18.047
P -7.530 22.826 -18.774
O -8.308 21.588 -18.646
O -6.086 22.756 -18.082
C -5.280 21.573 -18.223
O -7.259 23.355 -20.246
C -6.844 22.444 -21.269
H -9.850 24.230 -19.307
H -9.026 25.727 -18.884
H -9.943 24.865 -17.657
H -4.260 21.837 -18.493
H -5.715 20.916 -18.978
H -5.301 21.073 -17.250
H -7.259 21.441 -21.138
H -5.753 22.353 -21.274
H -7.167 22.859 -22.221
C -9.809 22.850 -14.970
O -11.228 22.619 -15.118
P -11.811 21.910 -16.405
O -10.968 20.863 -17.015
O -13.241 21.394 -15.908
C -13.362 20.482 -14.810
O -12.187 23.069 -17.423
C -13.260 24.008 -17.074
H -9.275 22.720 -15.909
H -9.445 22.328 -14.090
H -9.724 23.920 -14.745
H -13.764 19.533 -15.163
H -14.016 20.842 -14.016
H -12.376 20.306 -14.374
H -12.792 24.987 -17.058
H -13.779 23.777 -16.147
H -13.998 23.915 -17.870
O -11.019 20.446 -19.766
C -11.565 21.250 -20.484
O -12.822 21.649 -20.349
C -13.687 21.057 -19.383
C -14.834 20.372 -20.135
C -10.902 21.918 -21.659
H -14.115 21.880 -18.810
H -13.177 20.382 -18.697
H -15.448 21.112 -20.651
H -15.505 19.916 -19.402
H -14.546 19.643 -20.890
H -10.074 21.306 -22.006
H -10.514 22.901 -21.385
H -11.638 22.070 -22.447
```

2S+1: 1
Energy relative to the best compared isomer or geometry (same formula, charge and spin) in kcal per mole: 31.7
Gap between HOMO and LUMO in eV: 2.3
Net charge: +3

natural (NBO) population analysis, charges in e, atoms 1 to 8: In 1.468; C -0.278; O -0.713; P 2.609; O -1.142; O -0.746; C -0.254; O -0.766

***

Entry from the Open Molecules 2025 dataset: an isolated molecule of C3H2N2O3 at a distorted geometry (ωB97M-V with the def2-TZVPD basis set).

Geometry as XYZ:
```
10
C3H2N2O3 (ωB97M-V with the def2-TZVPD basis set)
C -0.156 -0.080 -0.747
C -1.076 0.789 1.086
C 0.967 -0.530 0.038
H 0.892 -0.517 -2.196
H -2.098 1.131 1.499
N -1.069 0.658 -0.332
N -0.224 0.330 1.909
O -0.005 -0.473 -2.085
O 0.811 -0.359 1.394
O 1.958 -0.947 -0.566
```

2S+1: 1
Energy relative to the best compared isomer or geometry (same formula, charge and spin) in kcal per mole: 82.7
Gap between HOMO and LUMO in eV: 10.1

natural (NBO) population analysis, charges in e, atoms 1 to 8: C 0.453; C 0.166; C 0.660; H 0.494; H 0.224; N -0.423; N -0.093; O -0.631

***

Entry from the Open Molecules 2025 dataset: a structure of composition C36H50BrN3O7S4SbSi3Ti at a distorted geometry (ωB97M-V with the def2-TZVPD basis set).

Geometry as XYZ:
```
106
C36H50BrN3O7S4SbSi3Ti (ωB97M-V with the def2-TZVPD basis set)
Ti 0.461 0.449 0.055
O 2.154 4.678 5.315
C 1.746 3.956 4.442
S 1.605 4.447 2.746
C 0.972 2.927 2.147
C 0.804 1.933 3.037
S 0.156 0.385 2.613
S 1.231 2.285 4.699
S 0.514 2.811 0.468
C 5.260 -1.411 -0.291
Sb 3.395 -1.230 -1.412
C 2.548 0.371 -0.116
C 3.209 0.417 1.229
C 3.279 -0.633 2.154
C 3.947 -0.442 3.341
C 4.538 0.792 3.610
C 4.441 1.771 2.644
N 3.811 1.582 1.484
Si 3.271 2.017 -0.996
C 2.461 2.148 -2.702
C 5.095 1.684 -1.432
C 3.331 3.832 -0.464
C 2.604 -3.378 -1.174
C 1.281 -3.486 -0.460
C 0.271 -4.363 -0.880
C -0.828 -4.588 -0.077
C -0.906 -3.952 1.154
C 0.111 -3.075 1.481
N 1.159 -2.835 0.698
Si 3.707 -4.486 -0.073
C 3.008 -6.235 0.075
C 3.769 -4.008 1.745
C 5.451 -4.656 -0.763
Si 2.613 -3.962 -3.005
C 1.148 -3.377 -4.015
C 2.644 -5.844 -3.230
C 4.182 -3.409 -3.890
H 5.415 -0.489 0.261
H 6.061 -1.508 -1.026
H 5.319 -2.241 0.402
H 2.785 -1.564 1.921
H 4.001 -1.247 4.065
H 5.051 0.986 4.542
H 4.885 2.750 2.787
H 2.446 1.208 -3.255
H 3.043 2.872 -3.278
H 1.441 2.533 -2.649
H 5.270 0.787 -2.024
H 5.738 1.648 -0.554
H 5.414 2.532 -2.042
H 2.530 4.403 -0.933
H 4.287 4.225 -0.818
H 3.283 3.983 0.609
H 0.360 -4.885 -1.821
H -1.607 -5.267 -0.401
H -1.733 -4.116 1.831
H 0.085 -2.514 2.411
H 2.026 -6.223 0.549
H 3.678 -6.801 0.729
H 2.927 -6.774 -0.862
H 2.786 -4.160 2.192
H 4.079 -2.995 1.973
H 4.466 -4.696 2.233
H 5.467 -5.358 -1.597
H 6.112 -5.048 0.013
H 5.872 -3.713 -1.107
H 0.212 -3.366 -3.460
H 1.036 -4.043 -4.875
H 1.309 -2.363 -4.371
H 1.805 -6.371 -2.779
H 3.564 -6.292 -2.858
H 2.606 -6.027 -4.307
H 4.093 -2.394 -4.275
H 4.366 -4.082 -4.729
H 5.060 -3.440 -3.246
Br -0.138 5.289 -3.739
C -1.468 5.138 -2.395
C -2.139 6.275 -1.972
C -3.107 6.160 -0.985
C -3.401 4.922 -0.433
C -2.706 3.799 -0.861
C -1.730 3.899 -1.846
C -2.936 2.456 -0.253
O -4.088 2.335 0.388
O -2.121 1.564 -0.333
H -1.902 7.236 -2.406
H -3.628 7.044 -0.644
H -4.154 4.822 0.335
H -1.196 3.012 -2.158
N -4.268 -0.531 1.020
C -2.856 -0.821 1.294
C -2.121 -1.028 -0.018
O -2.699 -1.392 -1.018
O -0.810 -0.908 0.046
H -4.857 -0.859 1.776
H -4.521 -1.044 0.176
H -4.163 1.377 0.719
H -2.729 -1.749 1.865
H -2.381 -0.018 1.857
C -0.867 0.516 -4.113
O -0.637 1.003 -2.787
C 0.231 0.282 -2.045
O 0.786 -0.688 -2.529
H -1.600 1.190 -4.551
H -1.256 -0.502 -4.077
H 0.055 0.529 -4.697
```

2S+1: 1
Energy relative to the best compared isomer or geometry (same formula, charge and spin) in kcal per mole: 0.0
Gap between HOMO and LUMO in eV: 6.8
Net charge: -1

Löwdin population analysis, charges in e, atoms 1 to 8: Ti 0.727; O -0.085; C -1.028; S 0.969; C -1.071; C -1.125; S 0.633; S 0.957

***

What did the first record say?
Entry from the Open Molecules 2025 dataset: a structure of composition C31H25N9Sc (ωB97M-V with the def2-TZVPD basis set).

Geometry as XYZ:
```
66
C31H25N9Sc (ωB97M-V with the def2-TZVPD basis set)
Sc 0.287 -0.930 -1.812
C 1.763 -1.600 0.511
N 2.289 -1.011 -0.755
C 2.861 0.349 -0.603
C 2.209 1.276 -1.581
N 1.249 0.885 -2.406
C 0.892 2.011 -3.157
C -0.070 2.166 -4.149
C -0.221 3.428 -4.687
C 0.569 4.504 -4.252
C 1.531 4.354 -3.274
C 1.672 3.082 -2.738
N 2.501 2.566 -1.744
C -0.715 -1.576 0.646
N -1.188 -1.805 -0.583
C -2.487 -2.313 -0.414
C -3.424 -2.738 -1.345
C -4.645 -3.167 -0.858
C -4.920 -3.175 0.515
C -3.987 -2.759 1.447
C -2.765 -2.330 0.953
N -1.611 -1.868 1.586
H 2.464 -1.439 1.326
H 1.632 -2.673 0.345
H 2.976 -1.638 -1.160
H 3.936 0.331 -0.780
H 2.683 0.712 0.414
H -0.666 1.328 -4.491
H -0.956 3.595 -5.463
H 0.420 5.478 -4.699
H 2.133 5.189 -2.941
H 3.170 3.088 -1.200
H -3.200 -2.740 -2.405
H -5.404 -3.508 -1.550
H -5.886 -3.521 0.856
H -4.200 -2.772 2.508
H -1.451 -1.725 2.577
N 0.788 -7.091 -3.051
C 1.100 -5.989 -3.183
N 1.517 -4.741 -3.327
C 1.084 -3.620 -3.141
N 0.772 -2.469 -2.994
N 0.509 -0.952 0.840
C 0.523 0.165 1.767
C 0.518 -0.189 3.172
C 0.156 0.723 4.189
C 0.112 0.348 5.520
C 0.406 -0.951 5.918
C 0.734 -1.876 4.942
C 0.789 -1.510 3.602
C 0.254 1.458 1.194
C 0.745 2.651 1.780
C 0.490 3.896 1.235
C -0.258 4.036 0.067
C -0.739 2.891 -0.543
C -0.485 1.637 0.001
H -0.115 1.735 3.921
H -0.172 1.084 6.263
H 0.368 -1.237 6.960
H 0.956 -2.900 5.221
H 1.047 -2.275 2.878
H 1.350 2.572 2.675
H 0.887 4.778 1.726
H -0.475 5.012 -0.347
H -1.341 2.976 -1.442
H -0.963 0.781 -0.479
```

2S+1: 1
Energy relative to the best compared isomer or geometry (same formula, charge and spin) in kcal per mole: 0.0
Gap between HOMO and LUMO in eV: 4.8
Net charge: +1

natural (NBO) population analysis, charges in e, atoms 1 to 8: Sc 1.943; C -0.054; N -0.678; C -0.295; C 0.482; N -0.664; C 0.081; C -0.210

***

> What is the formula in the third record?

C3H2N2O3